A single C6H10O molecule. Source: OMol25; level of theory: ωB97M-V/def2-TZVPD.

The HOMO energy comes out at -0.3378 hartree. Its electronic energy is -309.83145 Eh. The frontier orbital gap is 10.13 eV. As for the charge: 0. Its SMILES is CC1=CCC[C@H]1O. The relative energy (zero: lowest compared OMol25 entry of this formula, charge and spin) is 6.85 kcal/mol. The LUMO energy comes out at 0.94 eV. The maximum force is 0.4 eV/Å.

CARTESIAN COORDINATES (ANGSTROEM)
O  -0.616  1.789  0.546
C  0.746  -0.148  -0.037
C  0.055  -1.167  0.486
C  -1.431  -0.905  0.381
C  2.228  0.064  0.001
C  -1.482  0.031  -0.834
C  -0.255  0.897  -0.526
H  0.490  -2.026  0.994
H  2.654  0.181  -1.002
H  -1.359  -0.533  -1.768
H  -2.084  -1.781  0.373
H  2.734  -0.778  0.483
H  -1.707  -0.277  1.237
H  -0.152  1.512  1.345
H  0.085  1.535  -1.353
H  2.483  0.970  0.566
H  -2.389  0.636  -0.891